DFT (ωB97M-V/def2-TZVPD) results for a 2-piece molecular cluster, C6H14O overall at a distorted geometry.

Geometry as XYZ:
```
21
Properties=species:S:1:pos:R:3:forces:R:3:lowdin_charge:R:1
C 1.744 -1.119 -2.631 0.80 0.10 -0.78 -0.012
C 1.079 -1.406 -1.393 -2.77 -0.19 -0.20 -0.325
C 1.202 -0.394 -0.248 -0.29 -0.19 -0.13 -0.223
C -0.146 -0.473 0.445 -0.20 0.12 0.08 -0.269
C -0.451 0.615 1.442 -0.01 0.02 0.16 -0.205
C -1.865 0.475 1.969 0.16 -0.26 -0.31 -0.299
O -2.036 1.430 2.992 -0.38 0.14 0.29 -0.068
H 0.253 6.367 -4.653 0.00 0.00 0.00 0.000
H 1.888 -1.907 -3.360 0.05 0.14 -0.04 0.043
H 1.945 -0.094 -2.921 0.01 -0.11 -0.03 0.049
H -0.185 -1.369 -1.694 3.09 -0.43 0.61 0.171
H 1.240 -2.441 -1.052 -0.12 0.31 -0.09 0.109
H 2.019 -0.598 0.465 -0.19 -0.17 -0.40 0.121
H 1.391 0.614 -0.645 -0.17 -0.17 0.00 0.113
H -0.239 -1.470 0.901 -0.03 0.19 0.02 0.126
H -0.886 -0.460 -0.371 -0.10 0.22 0.49 0.094
H 0.247 0.569 2.284 -0.07 0.06 -0.01 0.123
H -0.334 1.598 0.969 -0.02 -0.09 0.11 0.123
H -2.584 0.626 1.145 0.12 0.03 0.17 0.122
H -2.014 -0.553 2.342 0.02 0.21 0.02 0.121
H -2.935 1.353 3.330 0.09 0.08 0.03 0.085
```
Forces are in eV/Å.

Calculated values
Energy above the lowest of the compared OMol25 structures with the same formula, charge and spin   133.3 kcal per mole
HOMO-LUMO gap (alpha / beta)   10.902 / 8.632 eV